Computed, not measured: a 7-piece molecular cluster, C20H23F7O21S overall, with ωB97M-V with the def2-TZVPD basis set.

Atoms and positions in Å:
1 C 1.5570 -2.0637 -5.7975
2 C 0.3508 -1.3131 -5.3224
3 F 0.5281 -0.9208 -4.0008
4 O 0.1868 -0.1584 -6.1000
5 S -1.2049 0.7421 -6.1307
6 O -1.7920 0.4870 -7.4122
7 O -2.1122 -0.0512 -5.0549
8 H 2.4549 -1.5980 -5.4228
9 H 1.4870 -3.0756 -5.4095
10 H 1.5352 -2.1173 -6.8807
11 H -0.5389 -1.9362 -5.3452
12 H -2.5762 -0.7621 -5.5312
13 C -5.2045 -0.0671 -1.7401
14 C -4.1130 -0.6234 -2.6304
15 O -4.8332 -1.4309 -3.5384
16 C -6.1091 -0.9371 -3.6242
17 O -6.8901 -1.2466 -4.4551
18 O -6.3235 -0.0466 -2.6331
19 F -3.2321 -1.4039 -1.9489
20 H -5.4110 -0.7406 -0.9096
21 H -5.0037 0.9293 -1.3607
22 H -3.5515 0.1224 -3.1898
23 C -6.2214 -0.9175 3.5450
24 C -5.0757 -0.1648 2.9020
25 O -5.5338 -0.0013 1.5760
26 C -6.9047 -0.0164 1.5912
27 O -7.5792 0.3189 0.6806
28 O -7.3446 -0.4537 2.7880
29 F -3.9276 -0.8907 2.8838
30 H -6.1100 -1.9896 3.3973
31 H -6.3548 -0.7010 4.6004
32 H -4.8593 0.8135 3.3327
33 C 2.8811 -2.6429 -0.6230
34 C 3.1188 -1.1452 -0.6253
35 O 3.9075 -0.9626 -1.7823
36 C 3.6389 -1.9809 -2.6484
37 O 3.9482 -1.9980 -3.7889
38 O 2.9421 -2.9532 -2.0167
39 F 3.8230 -0.7292 0.4571
40 H 3.6878 -3.1562 -0.0981
41 H 1.9204 -2.9377 -0.2131
42 H 2.2169 -0.5376 -0.7069
43 C 6.7843 2.3952 1.5705
44 C 6.1313 1.0648 1.8934
45 O 4.9935 1.4610 2.6398
46 C 4.6628 2.7273 2.2721
47 O 3.6491 3.2742 2.5528
48 O 5.6562 3.2738 1.5415
49 F 6.9122 0.2739 2.6645
50 H 7.4615 2.6978 2.3701
51 H 7.3012 2.4166 0.6164
52 H 5.8035 0.4936 1.0256
53 C -3.6547 -4.5263 1.3102
54 C -3.5659 -5.5427 2.4339
55 O -4.6133 -5.1346 3.2965
56 C -5.5387 -4.4680 2.5573
57 O -6.6257 -4.1780 2.9304
58 O -5.0421 -4.1791 1.3346
59 F -2.3905 -5.4793 3.0981
60 H -3.0561 -3.6450 1.5450
61 H -3.3830 -4.9159 0.3343
62 H -3.7399 -6.5762 2.1318
63 C 5.3435 7.0044 3.2481
64 C 6.3128 6.0508 3.9171
65 O 7.2464 6.9237 4.5140
66 C 6.6335 8.1253 4.7339
67 O 7.0727 8.9944 5.4019
68 O 5.4473 8.1618 4.0814
69 F 6.9487 5.2538 3.0236
70 H 5.6842 7.2468 2.2408
71 H 4.3199 6.6444 3.2199
72 H 5.8676 5.4193 4.6875

Calculated values
Gap between HOMO and LUMO, eV: 10.63
Energy relative to the best compared isomer or geometry (same formula, charge and spin), kcal/mol: 0.00
Total charge: 0
Highest occupied orbital energy, eV: -10.80
LUMO level, eV: -0.17

The computed Löwdin charges, all in e, follow: 0.00, -0.46, 0.01, -0.27, 0.93, -0.38, -0.28, 0.07, 0.09, 0.10, 0.14, 0.09, -0.05, -0.32, 0.12, -0.54, 0.19, 0.08, 0.07, 0.13, 0.14, 0.14, -0.03, -0.30, 0.10, -0.54, 0.19, 0.09, 0.07, 0.11, 0.14, 0.17, -0.04, -0.30, 0.13, -0.54, 0.18, 0.07, 0.07, 0.15, 0.14, 0.18, -0.04, -0.31, 0.13, -0.56, 0.17, 0.05, 0.08, 0.14, 0.14, 0.15, -0.04, -0.31, 0.14, -0.56, 0.18, 0.07, 0.08, 0.14, 0.14, 0.17, -0.04, -0.31, 0.13, -0.55, 0.19, 0.07, 0.07, 0.15, 0.14, 0.17

Computed, not measured: C20H23FN2O4S as an isolated structure at a distorted geometry, with ωB97M-V with the def2-TZVPD basis set.

Atoms and positions in Å:
1 C -1.3686 -1.8029 0.4325
2 C -2.6951 -1.4441 0.0845
3 C -3.6383 -2.2953 -0.2642
4 C -5.0597 -2.0635 -0.5068
5 C -5.4621 -0.8816 -0.5523
6 C -4.6099 0.1809 -0.0231
7 C -3.3261 -0.2158 0.3391
8 O -2.2685 0.8069 0.3950
9 C -2.5911 2.1928 0.4516
10 C -1.1837 2.8314 0.8493
11 C -0.4035 3.0886 -0.3700
12 O -0.9383 3.0078 -1.6024
13 N 1.0246 2.7583 -0.3261
14 C 1.7563 2.8532 1.0559
15 H 1.1135 2.9815 1.7594
16 C 2.1943 1.2954 1.2107
17 N 3.1303 0.9415 -0.0217
18 S 4.1138 -0.2354 0.0845
19 O 5.0573 -0.0300 -1.2438
20 O 4.7501 -0.0770 1.4055
21 C 3.0493 -1.6366 -0.1512
22 C 2.5161 -2.0859 1.2766
23 C 1.7737 -3.1544 1.1359
24 C 1.3447 -3.7188 0.0159
25 C 1.8614 -3.0544 -1.5896
26 C 2.8048 -2.1170 -1.3004
27 H 3.1340 -1.8783 -2.1877
28 H 1.5880 -3.4891 -2.3194
29 F 0.4958 -4.8596 -0.0937
30 H 1.4389 -3.7684 2.0510
31 H 2.9811 -1.6519 2.0062
32 C 2.3802 1.2820 -1.4570
33 H 3.1743 1.1907 -2.1019
34 C 1.8322 2.6053 -1.3919
35 H 1.2199 2.8171 -2.2630
36 H 2.7162 3.6569 -1.3049
37 H 1.6072 0.6009 -1.6212
38 H 2.8914 1.1955 2.2292
39 H 1.3972 0.6697 1.1260
40 H 2.4727 3.5794 1.0969
41 H -1.3396 3.8333 1.3111
42 H -0.8893 2.4221 1.9227
43 H -3.3795 2.3425 1.3558
44 H -2.9635 2.3631 -0.3999
45 H -4.9724 1.3602 -0.0898
46 H -6.3536 -0.4770 -0.6013
47 H -5.7596 -2.8971 -0.6893
48 H -3.3675 -3.5694 -0.2642
49 H -1.1066 -1.4268 1.2564
50 H -0.8947 -1.2029 -0.2904
51 H -1.2480 -2.8235 0.1755

Calculated values
Gap between HOMO and LUMO, eV: 7.79
Energy relative to the best compared isomer or geometry (same formula, charge and spin), kcal/mol: 388.90
Total charge: 0
Highest occupied orbital energy, eV: -8.76
LUMO level, eV: -0.97

The computed Löwdin charges, all in e, follow: -0.01, -0.28, -0.03, -0.12, -0.14, 0.02, -0.14, -0.11, -0.17, -0.08, -0.25, -0.04, -0.09, -0.02, 0.02, -0.05, -0.23, 0.73, -0.39, -0.32, -0.24, 0.04, -0.13, -0.07, 0.21, -0.17, 0.08, -0.02, -0.01, 0.17, 0.04, -0.06, 0.08, -0.25, 0.12, 0.22, 0.11, 0.17, 0.06, 0.09, 0.13, 0.17, 0.17, 0.03, 0.17, 0.06, 0.12, 0.19, 0.03, 0.10, 0.08

Computed, not measured: C20H23IrNO9 as an isolated structure at a distorted geometry, with ωB97M-V with the def2-TZVPD basis set.

Atoms and positions in Å:
1 Ir -0.3859 -0.7606 -0.6417
2 C -1.8008 -3.5529 -0.4359
3 O -0.7804 -2.7792 -1.1196
4 C -0.7735 -2.8580 -2.5703
5 C -1.6700 -1.7972 -3.1536
6 O -1.2826 -0.5406 -2.5394
7 C -2.1039 0.5861 -2.9398
8 H -1.6890 -4.5933 -0.7317
9 H -2.7959 -3.1829 -0.6827
10 H -1.6044 -3.4450 0.6259
11 H -1.0686 -3.8581 -2.8843
12 H 0.2606 -2.6911 -2.8609
13 H -2.7204 -1.9714 -2.9104
14 H -1.5580 -1.7299 -4.2363
15 H -1.8994 0.7944 -3.9879
16 H -1.8167 1.4270 -2.3183
17 H -3.1528 0.3395 -2.7871
18 O 1.4369 -1.4195 -1.1599
19 C 2.3361 -0.6771 -1.6253
20 C 2.3223 0.7357 -1.7184
21 C 3.4661 1.3419 -2.2824
22 C 3.5279 2.6999 -2.3674
23 C 2.4929 3.5126 -1.9032
24 C 1.3689 2.9433 -1.3476
25 C 1.2625 1.5544 -1.2432
26 O 0.1274 1.0954 -0.7190
27 N 4.7272 3.3267 -2.9659
28 O 5.6136 2.5792 -3.3115
29 O 4.7538 4.5343 -2.9836
30 H 3.2454 -1.1960 -1.9337
31 H 4.2939 0.7460 -2.6451
32 H 2.5917 4.5864 -1.9900
33 H 0.5573 3.5554 -0.9809
34 C 1.9579 -1.0729 5.6480
35 O 0.8330 -0.1808 5.5748
36 C 0.1452 -0.0841 4.4591
37 C -0.9461 0.8162 4.4902
38 C -1.7330 0.9646 3.3924
39 C -1.4841 0.2589 2.1837
40 C -2.3990 0.3580 1.1018
41 C -3.7003 1.0757 1.2095
42 O -2.1841 -0.1497 -0.0549
43 C -0.3561 -0.6085 2.1736
44 O -0.0332 -1.3713 1.1024
45 C 0.4303 -0.7994 3.2911
46 H 2.3544 -0.9545 6.6495
47 H 2.7129 -0.7899 4.9149
48 H 1.6329 -2.1018 5.4963
49 H -1.1369 1.3614 5.4036
50 H -2.5638 1.6535 3.4438
51 H -4.1435 1.0087 2.1981
52 H -4.3908 0.6751 0.4712
53 H -3.5308 2.1306 0.9737
54 H 1.2532 -1.4951 3.2286

Calculated values
Gap between HOMO and LUMO (alpha / beta), eV: 7.86 / 5.65
Multiplicity: 2
Energy relative to the best compared isomer or geometry (same formula, charge and spin), kcal/mol: 2.00
Total charge: +2
Highest occupied orbital energy (alpha / beta), eV: -14.79 / -14.72
LUMO level (alpha / beta), eV: -6.93 / -9.06

The computed Löwdin charges, all in e, follow: 1.72, 0.01, -0.33, -0.12, -0.11, -0.34, 0.00, 0.12, 0.11, 0.10, 0.16, 0.13, 0.15, 0.16, 0.12, 0.09, 0.11, -0.10, -0.08, -0.10, 0.08, -0.11, 0.07, 0.04, -0.26, -0.18, -0.35, 0.11, 0.12, 0.17, 0.14, 0.14, 0.14, -0.01, -0.01, -0.24, 0.05, 0.02, -0.10, -0.29, 0.04, -0.13, -0.25, -0.16, 0.09, 0.11, 0.10, 0.11, 0.14, 0.13, 0.10, 0.11, 0.12, 0.13

Computed, not measured: C20H23IrNO9 as an isolated structure, with ωB97M-V with the def2-TZVPD basis set.

Atoms and positions in Å:
1 Ir -0.0992 0.0380 -0.0716
2 C -0.1288 -1.2387 2.9989
3 O 0.3018 -0.0624 2.3080
4 C 1.6449 0.3367 2.5896
5 C 2.6006 -0.2888 1.5865
6 O 2.2953 0.1548 0.2631
7 C 2.9940 1.3336 -0.1446
8 H -0.0346 -1.0899 4.0751
9 H 0.4483 -2.1168 2.7011
10 H -1.1770 -1.3877 2.7514
11 H 1.9261 0.0507 3.6045
12 H 1.6681 1.4241 2.5062
13 H 2.4794 -1.3732 1.5813
14 H 3.6331 -0.0458 1.8436
15 H 4.0687 1.1758 -0.0498
16 H 2.7024 2.2044 0.4472
17 H 2.7534 1.5017 -1.1919
18 O -0.0799 0.2177 -2.4016
19 C -0.0796 1.2197 -3.1010
20 C -0.0576 2.6079 -2.6663
21 C -0.0421 3.5864 -3.6369
22 C -0.0488 4.9320 -3.2802
23 C -0.1020 5.3490 -1.9464
24 C -0.1221 4.4051 -0.9581
25 C -0.0679 3.0001 -1.2667
26 O -0.0225 2.1779 -0.3165
27 N 0.0006 5.9549 -4.3525
28 O -0.0218 5.5357 -5.4893
29 O -0.0066 7.1088 -3.9933
30 H -0.1001 1.0828 -4.1926
31 H -0.0300 3.3240 -4.6885
32 H -0.1274 6.4066 -1.7232
33 H -0.1583 4.6865 0.0864
34 C -0.2502 -7.0910 -0.0482
35 O -1.5961 -6.6152 -0.0214
36 C -1.8331 -5.3225 -0.0100
37 C -3.2118 -4.9543 0.0519
38 C -3.5911 -3.6230 0.0469
39 C -2.6647 -2.5936 0.0022
40 C -3.1213 -1.1966 -0.0523
41 C -4.5849 -0.9161 -0.2358
42 O -2.3636 -0.2286 0.0507
43 C -1.2420 -2.9552 -0.0066
44 O -0.3092 -2.1102 0.0367
45 C -0.8812 -4.3337 -0.0525
46 H -0.3160 -8.1714 0.0040
47 H 0.3120 -6.7146 0.8086
48 H 0.2493 -6.7966 -0.9728
49 H -3.9504 -5.7446 0.0910
50 H -4.6460 -3.3914 0.0816
51 H -4.9761 -1.4551 -1.0989
52 H -4.7227 0.1514 -0.3788
53 H -5.1507 -1.2210 0.6470
54 H 0.1751 -4.5573 -0.1007

Calculated values
Gap between HOMO and LUMO (alpha / beta), eV: 7.89 / 5.60
Multiplicity: 6
Energy relative to the best compared isomer or geometry (same formula, charge and spin), kcal/mol: 3.31
Total charge: +2
Highest occupied orbital energy (alpha / beta), eV: -14.37 / -14.91
LUMO level (alpha / beta), eV: -6.48 / -9.31

The computed Löwdin charges, all in e, follow: 1.50, -0.06, -0.29, -0.16, -0.16, -0.29, -0.06, 0.11, 0.10, 0.09, 0.14, 0.14, 0.14, 0.14, 0.11, 0.10, 0.09, -0.03, -0.13, -0.07, 0.09, -0.05, 0.06, 0.09, -0.29, -0.07, -0.33, 0.13, 0.14, 0.16, 0.15, 0.14, 0.14, -0.02, -0.02, -0.26, 0.12, 0.03, -0.04, -0.33, 0.02, -0.04, -0.29, -0.10, 0.09, 0.11, 0.11, 0.11, 0.15, 0.13, 0.11, 0.10, 0.11, 0.13

Computed, not measured: a 2-piece molecular cluster, C20H23N4 overall at a distorted geometry, with ωB97M-V with the def2-TZVPD basis set.

Atoms and positions in Å:
1 C 4.7866 1.2615 0.6361
2 N 3.4491 0.7066 0.5656
3 C 2.3437 1.3740 0.1327
4 C 1.2071 0.5433 0.2655
5 C -0.1023 0.8968 -0.1160
6 C -1.2146 0.0217 -0.0449
7 C -1.3049 -1.3231 -0.4709
8 N -2.5386 -1.8185 -0.1650
9 C -2.9612 -3.1894 -0.3776
10 C -3.3017 -0.8312 0.4687
11 C -2.5060 0.3378 0.5579
12 C -2.9475 1.4044 1.3312
13 C -4.1883 1.2928 1.9812
14 C -4.9639 0.1246 1.8810
15 C -4.5192 -0.9686 1.1197
16 C 1.6888 -0.7093 0.8665
17 C 3.0964 -0.5766 0.9913
18 C 3.9199 -1.5529 1.5335
19 C 3.3071 -2.7357 1.9756
20 C 1.9123 -2.8762 1.9064
21 C 1.0989 -1.8510 1.3913
22 H 5.4640 0.4925 1.0134
23 H 5.1176 1.5873 -0.3586
24 H 4.8176 2.1295 1.3101
25 H 2.3969 2.3952 -0.2341
26 H -0.3053 1.9565 -0.2693
27 H -0.5448 -1.9351 -0.9498
28 H -3.9767 -3.3047 0.0100
29 H -2.9470 -3.4325 -1.4484
30 H -2.2924 -3.8905 0.1425
31 H -2.3130 2.2866 1.4210
32 H -4.5552 2.1236 2.5849
33 H -5.9200 0.0636 2.4010
34 H -5.0834 -1.8960 1.0366
35 H 4.9945 -1.3885 1.6001
36 H 3.9172 -3.5430 2.3804
37 H 1.4493 -3.7958 2.2673
38 H 0.0156 -1.9395 1.4060
39 C 0.4034 3.4322 -3.9145
40 N 0.8807 2.0957 -3.5994
41 N 0.0904 1.5233 -2.5580
42 H 1.0462 3.8471 -4.6957
43 H -0.6187 3.3397 -4.3008
44 H 0.4015 4.1085 -3.0453
45 H 1.8485 2.0772 -3.2936
46 H -0.8857 1.5987 -2.8461
47 H 0.3375 0.5376 -2.4899

Calculated values
Gap between HOMO and LUMO, eV: 6.40
Energy relative to the best compared isomer or geometry (same formula, charge and spin), kcal/mol: 41.12
Total charge: +1
Highest occupied orbital energy, eV: -10.69
LUMO level, eV: -4.29

The computed Löwdin charges, all in e, follow: 0.01, -0.07, 0.06, -0.13, 0.04, -0.15, 0.01, -0.07, 0.01, -0.16, -0.11, -0.01, -0.06, -0.06, 0.00, -0.09, -0.16, 0.00, -0.06, -0.06, -0.02, 0.08, 0.11, 0.11, 0.15, 0.12, 0.15, 0.09, 0.11, 0.10, 0.12, 0.11, 0.11, 0.11, 0.11, 0.11, 0.11, 0.10, -0.13, -0.18, -0.02, 0.08, 0.08, 0.07, 0.10, 0.10, 0.08